Entry from the OMol25 dataset: a cluster of 2 separate species, C2H8O2 in total in a non-equilibrium geometry (the ωB97M-V functional and the def2-TZVPD basis).

Calculated values
- energy relative to the best compared isomer or geometry (same formula, charge and spin) (kcal/mol) = 13.4
- molecular weight (g/mol) = 64.084
- DFT total energy (eV) = -6297.8300
- SMILES string = COC.O

```
! RIJCOSX wB97M-V def2-TZVPD def2/J DEFGRID3
* xyz 0 1
C 1.56 -0.58 0.64
O 1.46 0.59 -0.15
C 2.68 0.84 -0.82
H 0.59 -0.73 1.14
H 2.34 -0.48 1.42
H 1.78 -1.47 0.03
H 3.51 1.00 -0.10
H 2.95 0.01 -1.49
H 2.55 1.76 -1.41
O 1.15 4.50 3.42
H 0.37 5.10 3.40
H 1.00 3.87 2.68
*
```

Atom charges from the Mulliken analysis, given in e for atoms 1 to 4:
1 C -0.613
2 O -0.308
3 C -0.613
4 H 0.222